[1]
C20H56N5O6Ti | ωB97M-V with the def2-TZVPD basis set

Summary:
2S+1: 4
Lowest unoccupied orbital energy (spin up / spin down): 0.53 / 0.49 eV
Calculated total energy: -64491.336 eV
Total charge: 0
Expectation value of S²: 3.75
ΔE to the lowest compared entry with this formula, charge and spin: 30.9 kcal/mol

Geometry (Å):
Ti 1.191 -1.600 1.454
O -0.150 -0.345 0.203
H -0.586 -0.622 -0.626
C 2.345 -4.276 -1.039
C 1.105 -3.326 -1.160
C 0.032 -3.707 -2.318
O -1.102 -2.852 -2.330
C -0.743 -1.525 -2.891
N 0.474 -3.324 0.172
H 1.931 -5.281 -0.954
H 2.939 -3.826 -0.243
H 2.829 -4.172 -2.009
H 1.655 -2.407 -1.365
H -0.404 -4.706 -2.340
H 0.494 -3.777 -3.303
H -0.795 -1.661 -3.972
H 0.196 -1.061 -2.589
H -1.537 -0.869 -2.535
H 0.065 -4.247 0.208
H -0.291 -2.666 0.121
C 1.676 3.674 2.825
C 0.752 2.998 1.926
C 0.816 3.277 0.470
O 0.334 4.559 0.201
C 0.349 4.741 -1.177
N 0.791 1.513 2.220
H 1.565 3.409 3.877
H 1.569 4.758 2.814
H 2.711 3.428 2.590
H -0.233 3.261 2.312
H 0.206 2.569 -0.090
H 1.841 3.203 0.107
H -0.232 4.012 -1.742
H 1.341 4.730 -1.629
H -0.121 5.671 -1.496
H -0.051 1.230 2.700
H 0.527 0.961 1.417
C 2.488 1.214 -2.661
C 3.292 0.164 -1.792
C 4.802 0.536 -1.420
O 5.545 0.750 -2.644
C 6.886 1.289 -2.401
N 2.630 0.007 -0.522
H 2.997 1.324 -3.618
H 2.485 2.216 -2.232
H 1.468 0.831 -2.716
H 3.393 -0.823 -2.244
H 5.215 -0.380 -0.996
H 4.961 1.419 -0.802
H 7.410 0.578 -1.762
H 6.816 2.194 -1.798
H 7.284 1.544 -3.384
H 1.639 -0.150 -0.636
H 2.573 0.914 -0.081
C -0.827 -3.199 4.330
C -1.420 -2.707 2.999
C -2.950 -2.499 3.010
O -3.363 -3.419 2.045
C -3.240 -2.859 0.689
N -0.730 -1.416 2.823
H -1.083 -2.456 5.085
H 0.259 -3.269 4.266
H -1.086 -4.220 4.610
H -1.050 -3.367 2.215
H -3.364 -1.500 2.875
H -3.404 -2.858 3.933
H -3.516 -3.555 -0.103
H -2.226 -2.658 0.342
H -3.954 -2.037 0.624
H -1.011 -1.097 1.906
H -1.199 -0.805 3.476
C -4.355 1.926 1.585
C -3.438 1.058 0.765
C -3.289 1.648 -0.615
O -4.480 1.956 -1.289
C -4.408 2.277 -2.625
N -2.161 0.983 1.431
H -4.442 1.401 2.536
H -5.328 2.089 1.121
H -3.829 2.858 1.790
H -3.892 0.072 0.856
H -2.775 0.842 -1.138
H -2.562 2.459 -0.658
H -3.413 2.454 -3.033
H -5.091 3.051 -2.974
H -4.647 1.321 -3.090
H -1.528 1.752 1.264
H -1.575 0.403 0.847



[2]
C16H28BrClO6 | ωB97M-V with the def2-TZVPD basis set

Summary:
Lowest unoccupied orbital energy: -0.70 eV
Calculated total energy: -111891.133 eV
Total charge: 0

Geometry (Å):
O 4.263 -0.769 2.561
C 3.766 -0.501 1.344
Br 4.106 -1.832 -0.117
C 2.940 0.923 1.143
C 1.376 0.627 0.629
O 1.170 0.359 -0.675
O 0.339 0.684 1.671
C -0.909 0.021 1.257
Cl -0.810 -1.856 1.318
H 2.869 1.434 2.218
H 3.505 1.687 0.453
H -1.721 0.307 2.084
H -1.293 0.314 0.189
C 4.684 0.808 7.368
C 4.651 -0.133 6.191
C 3.678 0.558 5.260
O 3.800 1.967 5.503
C 4.571 2.159 6.697
H 5.582 0.711 7.983
H 3.810 0.633 8.007
H 5.643 -0.180 5.727
H 4.345 -1.150 6.449
H 2.645 0.269 5.479
H 3.884 0.347 4.207
H 5.555 2.538 6.402
H 4.085 2.904 7.333
C -3.641 0.986 -2.859
C -5.067 0.554 -2.631
C -5.156 0.543 -1.120
O -4.252 1.548 -0.642
C -3.425 1.974 -1.734
H -3.466 1.419 -3.847
H -2.970 0.128 -2.737
H -5.752 1.306 -3.040
H -5.312 -0.412 -3.080
H -4.832 -0.420 -0.710
H -6.166 0.754 -0.758
H -3.747 2.981 -2.024
H -2.382 2.021 -1.411
C -1.022 -2.800 -4.928
C -1.924 -2.689 -6.129
C -2.652 -1.390 -5.860
O -1.755 -0.557 -5.114
C -0.646 -1.356 -4.679
H -0.154 -3.445 -5.087
H -1.588 -3.191 -4.074
H -1.319 -2.596 -7.039
H -2.599 -3.539 -6.253
H -3.544 -1.554 -5.246
H -2.952 -0.879 -6.779
H 0.228 -1.066 -5.273
H -0.435 -1.152 -3.626



[3]
C25H21N6O2V | ωB97M-V with the def2-TZVPD basis set

Summary:
2S+1: 3
Lowest unoccupied orbital energy (spin up / spin down): -1.11 / -1.17 eV
Calculated total energy: -64991.115 eV
Total charge: 0
Expectation value of S²: 2.02

Geometry (Å):
V -0.501 -0.080 0.206
C -3.153 1.840 -1.747
C -2.906 2.665 -0.515
C -3.903 3.466 0.021
C -3.662 4.229 1.155
C -2.418 4.202 1.757
C -1.387 3.417 1.246
C -0.038 3.438 1.907
C -1.649 2.649 0.108
N -0.657 1.772 -0.418
C 0.232 2.230 -1.349
O 0.345 3.356 -1.783
C 1.070 1.088 -1.893
C 1.927 1.097 -2.980
C 2.410 -0.130 -3.428
C 1.993 -1.331 -2.854
C 1.125 -1.257 -1.780
N 0.768 -0.067 -1.324
C 0.307 -2.386 -1.172
O 0.636 -3.542 -1.322
N -0.812 -1.890 -0.544
C -1.926 -2.733 -0.304
C -2.445 -3.569 -1.303
C -1.893 -3.614 -2.698
C -3.559 -4.346 -0.998
C -4.180 -4.278 0.235
C -3.706 -3.390 1.186
C -2.589 -2.609 0.926
C -2.109 -1.643 1.970
H -4.168 1.988 -2.109
H -2.461 2.112 -2.547
H -3.022 0.769 -1.559
H -4.877 3.490 -0.452
H -4.449 4.845 1.569
H -2.232 4.796 2.644
H -0.143 3.366 2.991
H 0.602 2.627 1.565
H 0.474 4.376 1.685
H 2.172 2.029 -3.468
H 3.082 -0.155 -4.276
H 2.296 -2.292 -3.244
H -1.545 -2.630 -3.020
H -1.049 -4.299 -2.773
H -2.669 -3.937 -3.390
H -3.958 -5.001 -1.763
H -5.047 -4.890 0.444
H -4.207 -3.296 2.141
H -2.783 -1.634 2.825
H -1.108 -1.880 2.330
H -2.123 -0.583 1.637
N -0.851 1.181 5.574
C -0.050 0.727 4.878
N 0.904 0.196 4.125
C 0.765 0.045 2.890
N 0.750 -0.139 1.721



[4]
CHO3S3 | ωB97M-V with the def2-TZVPD basis set

Summary:
Lowest unoccupied orbital energy: 2.91 eV
Calculated total energy: -39702.307 eV
Total charge: -1
ΔE to the lowest compared entry with this formula, charge and spin: 15.2 kcal/mol

Geometry (Å):
C 0.619 -0.881 -0.103
O -1.881 -0.087 -1.275
O -3.705 -0.744 0.224
O -1.821 0.519 1.147
S 2.294 -0.968 -0.158
S -0.407 -2.133 0.327
S -2.281 -0.385 0.092
H -0.013 -0.110 -0.354